(1)
DFT (ωB97M-V/def2-TZVPD) results for a structure of composition C39H33Cl3NO3P2Ru.

Results
Kohn-Sham gap (alpha / beta)   0.146 / 0.147 Eh
E_HOMO (alpha / beta)   0.2 / 0.1 eV
Energy relative to the best compared isomer or geometry (same formula, charge and spin)   233.0 kJ/mol
Charge   -2
⟨S²⟩   0.77
Multiplicity   2

Structure (XYZ):
```
82
Properties=species:S:1:pos:R:3:forces:R:3:mulliken_spin:R:1
Ru 0.0899 -0.2781 -0.2793 -1.668 1.504 -1.396 1.07
C 0.0813 3.1038 -0.2877 0.063 -0.153 0.374 0.01
P 0.2206 1.9689 1.2159 0.476 0.387 -1.297 0.02
C -0.8147 2.8768 2.4140 -0.458 0.265 0.449 -0.01
C -0.7522 4.2788 2.5133 0.161 -0.686 -0.277 0.00
C -1.5561 4.9659 3.3939 -0.252 0.291 0.330 0.00
C -2.4363 4.2854 4.2262 0.092 -0.520 -0.144 0.00
C -2.4782 2.8905 4.1705 -0.315 0.742 0.437 0.00
C -1.6840 2.2030 3.2772 0.484 -0.196 -0.416 0.01
C 1.8941 2.3466 1.8133 0.355 -0.208 0.477 0.01
C 2.1836 2.9954 3.0149 -0.304 -0.111 -0.284 0.00
C 3.4921 3.1216 3.4371 0.489 0.120 0.151 0.00
C 4.5359 2.5960 2.6879 -0.206 0.018 0.029 0.00
C 4.2501 1.9072 1.5167 0.315 0.272 0.046 0.00
C 2.9477 1.7811 1.0852 -0.431 0.090 -0.088 0.00
C -1.0415 2.6254 -1.1371 -0.134 0.575 0.171 -0.02
C -2.1746 3.2352 -1.6643 0.460 0.176 0.366 0.00
C -2.8142 2.2562 -2.4493 0.015 -0.568 -0.280 0.00
C -2.0354 1.1080 -2.3603 -0.474 0.050 -0.287 0.01
C -2.0999 -0.2221 -3.0245 0.533 -0.334 -0.071 0.00
P -1.4750 -1.4724 -1.7921 -2.274 1.143 1.630 -0.04
C -2.8624 -1.7937 -0.6875 0.714 0.163 -0.770 0.01
C -2.4697 -1.8528 0.7535 0.899 0.069 0.024 0.00
C -3.6439 -1.8271 1.6684 -0.903 0.139 0.230 0.00
C -4.9234 -1.7996 1.2139 0.774 -0.126 0.483 0.00
C -5.2152 -1.8650 -0.1595 -0.807 -0.159 -1.103 0.00
C -4.1727 -1.8382 -1.0869 -0.153 0.160 0.485 -0.01
C -1.3195 -3.0125 -2.7262 1.575 -0.827 -0.122 -0.01
C -0.3603 -3.0640 -3.7584 -0.652 0.408 0.402 0.01
C 0.0883 -4.2688 -4.2442 0.090 -0.720 -0.300 0.00
C -0.3811 -5.4694 -3.7117 -0.056 0.384 0.095 0.00
C -1.3256 -5.4329 -2.6900 0.251 -0.524 -0.423 0.00
C -1.7844 -4.2326 -2.1987 -0.198 0.893 -0.023 0.00
N -0.9764 1.3487 -1.5641 0.963 -1.954 1.438 -0.02
H 1.0235 2.9710 -0.8326 0.022 0.045 0.135 0.00
H -0.0261 4.1556 -0.0167 0.048 -0.102 0.011 0.00
H -0.0413 4.8237 1.9099 -0.012 0.055 -0.097 0.00
H -1.4979 6.0478 3.4433 0.017 -0.016 -0.015 0.00
H -3.0767 4.8296 4.9091 0.007 -0.016 0.023 0.00
H -3.1396 2.3534 4.8408 0.008 -0.052 -0.097 0.00
H -1.7199 1.1240 3.2490 -0.072 -0.115 -0.095 0.00
H 1.3840 3.3921 3.6277 0.031 -0.005 -0.002 0.00
H 3.7082 3.6349 4.3664 -0.013 0.015 0.048 0.00
H 5.5564 2.7034 3.0315 0.047 -0.043 0.012 0.00
H 5.0533 1.4615 0.9471 0.026 -0.079 -0.076 0.00
H 2.7128 1.2225 0.1872 0.094 -0.083 -0.134 -0.01
H -2.4995 4.2527 -1.5036 0.069 0.050 0.013 0.00
H -3.7206 2.3750 -3.0204 -0.057 -0.033 -0.071 0.00
H -1.3793 -0.2471 -3.8513 -0.141 0.070 -0.072 0.00
H -3.0992 -0.4702 -3.3932 0.133 -0.123 0.163 0.00
H -1.8841 -2.7733 0.9392 0.263 -0.044 0.133 0.00
H -3.4282 -1.7627 2.7272 -0.031 -0.002 0.214 0.00
H -5.7476 -1.7347 1.9151 -0.045 -0.004 0.162 0.00
H -6.2431 -1.8847 -0.4946 -0.095 0.012 -0.074 0.00
H -4.4026 -1.8200 -2.1442 -0.124 0.031 -0.206 0.00
H 0.0486 -2.1317 -4.1266 0.156 0.081 -0.013 0.00
H 0.8390 -4.2899 -5.0255 0.016 0.025 -0.013 0.00
H 0.0033 -6.4161 -4.0702 -0.003 -0.018 -0.028 0.00
H -1.6832 -6.3622 -2.2616 -0.034 0.014 0.016 0.00
H -2.5069 -4.2198 -1.3923 0.034 0.167 0.081 0.00
Cl 6.2300 -4.6176 0.3435 0.310 -0.281 -0.133 0.00
C 4.8650 -3.5755 0.6202 -0.112 0.117 0.064 0.00
C 3.7976 -3.5761 -0.2650 0.084 0.035 0.173 0.00
C 2.7252 -2.7520 -0.0098 0.102 0.290 0.241 0.00
Cl 1.3626 -2.7553 -1.0623 0.293 -0.479 -0.105 0.03
C 2.6561 -1.8525 1.1011 0.388 -0.509 -0.188 0.00
O 1.6848 -1.0853 1.3377 -1.318 0.507 -0.470 0.00
C 3.7933 -1.9299 1.9563 -0.200 0.058 -0.103 0.00
Cl 3.7859 -0.9136 3.3562 0.024 0.104 0.342 0.00
C 4.8670 -2.7618 1.7397 -0.069 -0.085 -0.225 0.00
H 3.7971 -4.2132 -1.1358 -0.004 -0.059 -0.054 0.00
H 5.6923 -2.7766 2.4334 0.083 0.009 0.057 0.00
C -1.5402 -0.6702 1.0739 0.785 -0.070 -0.374 -0.05
H -2.1477 0.2466 1.0963 0.022 -0.126 -0.092 0.00
H -1.0891 -0.8206 2.0646 0.101 0.092 0.063 0.00
C 2.7392 1.8372 -3.1991 -0.365 -0.434 0.221 0.00
C 1.7740 0.6783 -2.8081 0.459 0.423 -0.759 0.00
O 1.0481 0.2048 -3.6800 -0.192 -0.132 -0.386 0.00
O 1.8612 0.3047 -1.6090 -0.154 -0.127 1.509 0.00
H 3.3767 1.5138 -4.0213 -0.016 0.027 -0.078 0.00
H 3.3527 2.1233 -2.3471 0.049 0.032 0.023 0.00
H 2.1469 2.6917 -3.5251 -0.033 0.019 -0.079 0.00
```
Positions in Å, forces in eV/Å.

(2)
DFT (ωB97M-V/def2-TZVPD) results for a cluster of 9 separate species, C39H33Cl9N6O12 in total.

Results
Kohn-Sham gap   0.339 Eh
SMILES string   O=[N+]([O-])c1ccccc1.O=[N+]([O-])c1ccccc1.O=[N+]([O-])c1ccccc1.O=[N+]([O-])c1ccccc1.O=[N+]([O-])c1ccccc1.O=[N+]([O-])c1ccccc1.ClC(Cl)Cl.ClC(Cl)Cl.ClC(Cl)Cl
E_HOMO   -9.9 eV

Structure (XYZ):
```
99
Properties=species:S:1:pos:R:3:forces:R:3:mulliken_charge:R:1
O 1.2085 -4.1053 -3.2032 -0.159 0.652 -0.042 -0.56
N 0.5452 -5.1030 -3.3576 -0.997 0.348 0.359 1.05
O 1.0244 -6.1964 -3.5418 0.034 -0.607 -0.258 -0.63
C -0.9598 -5.0129 -3.2468 -0.602 -0.974 0.466 -0.12
C -1.6502 -3.8239 -3.0651 1.688 1.034 -0.082 -0.22
C -3.0137 -3.7622 -2.8923 -0.708 -1.058 -1.159 -0.14
C -3.7224 -4.9670 -2.8736 0.411 -0.429 0.237 -0.45
C -3.0298 -6.2106 -3.0299 -1.245 0.828 0.394 -0.57
C -1.6658 -6.2363 -3.2279 1.664 -0.487 -0.670 -0.24
H -1.1363 -2.8626 -3.0650 0.271 -0.361 -0.143 0.47
H -3.5055 -2.8049 -3.0685 -0.024 -0.170 0.779 0.33
H -4.8077 -4.9110 -2.7065 0.528 -0.368 -0.267 0.42
H -3.6094 -7.1382 -2.9782 0.327 0.344 -0.118 0.34
H -1.0567 -7.1772 -3.4401 -1.195 1.343 0.534 0.35
O -7.7460 -0.5896 -0.8707 -0.394 -0.242 -0.070 -0.57
N -7.1780 0.2740 -0.2496 -0.092 0.792 0.692 1.07
O -7.6814 1.3594 0.0838 0.617 -1.460 -0.498 -0.61
C -5.7681 0.0041 0.1126 0.470 1.292 1.033 0.09
C -5.1920 -1.2584 0.1069 -0.497 0.266 -1.007 -0.62
C -3.8319 -1.2803 0.2734 1.257 -0.867 0.759 -0.29
C -3.0944 -0.1975 0.7516 1.866 -0.070 -0.365 -0.08
C -3.6899 1.0139 0.9230 -2.208 1.081 -0.179 -0.85
C -5.0462 1.1283 0.5266 0.455 -1.165 -0.457 -0.38
H -5.7512 -2.1466 -0.1590 0.006 0.115 -0.048 0.42
H -3.2681 -2.1946 0.1273 -0.280 -0.167 0.010 0.45
H -1.9709 -0.2288 0.8832 -1.502 -0.442 -0.022 0.30
H -3.2125 1.8877 1.3542 0.249 -0.153 -0.276 0.54
H -5.5921 2.0258 0.3716 0.014 0.981 0.552 0.55
O 3.8405 8.9851 5.1236 0.193 0.504 -0.184 -0.57
N 3.0459 8.1072 5.2989 -1.380 -1.645 -0.015 0.96
O 1.8960 8.0416 4.8303 1.431 0.454 0.395 -0.58
C 3.4590 6.9320 6.1379 -1.740 0.483 -0.200 0.35
C 4.7673 6.6618 6.3525 0.189 -0.512 0.164 -0.61
C 5.0967 5.5895 7.1564 1.789 0.613 0.450 -0.38
C 4.1317 4.7946 7.7257 0.418 0.924 -0.896 -0.63
C 2.8320 5.0638 7.4940 -2.037 0.707 -0.131 -0.30
C 2.4723 6.1661 6.7156 -0.668 -0.769 0.320 -0.35
H 5.4699 7.2604 5.8553 1.137 0.714 -0.277 0.50
H 6.1546 5.5156 7.4486 -0.505 -0.456 -0.387 0.32
H 4.3174 3.9748 8.3118 1.024 -1.742 1.427 0.49
H 2.0674 4.4543 7.9932 0.207 0.337 -0.464 0.37
H 1.4199 6.3504 6.5818 -0.050 0.347 -0.228 0.45
O 3.0175 -5.0095 -0.1183 1.538 -0.183 -0.764 -0.57
N 4.2064 -4.7382 -0.3406 -1.592 -0.691 0.011 1.00
O 4.7755 -3.8573 0.2458 0.928 0.639 0.473 -0.61
C 4.9846 -5.4410 -1.4130 -1.000 -0.046 0.691 0.42
C 4.2298 -5.9894 -2.4230 -1.794 0.203 0.134 -0.04
C 4.8438 -6.4739 -3.5805 -1.437 1.107 -0.100 -0.57
C 6.2026 -6.3765 -3.6371 1.193 -0.809 -0.053 -0.49
C 6.9349 -5.9149 -2.5403 2.129 -0.444 -0.323 -0.19
C 6.3746 -5.4454 -1.3975 -0.793 0.858 0.971 -0.70
H 3.1063 -5.9603 -2.3081 1.531 -0.034 -0.314 0.26
H 4.1850 -6.6432 -4.4520 0.686 -0.523 0.598 0.37
H 6.7563 -6.7961 -4.4705 -0.092 0.346 -0.143 0.36
H 8.0430 -5.9227 -2.5254 -0.784 -0.149 -0.504 0.31
H 6.9689 -5.0636 -0.5471 -0.548 -0.220 -0.676 0.40
O -4.0375 -0.4611 -3.5716 -0.606 0.702 -0.111 -0.69
N -5.2166 -0.1365 -3.4119 1.491 -0.104 0.332 1.22
O -6.1029 -0.9317 -3.2959 -0.864 -0.794 -0.201 -0.61
C -5.5681 1.2784 -3.2270 -1.278 -0.160 0.610 0.00
C -6.9006 1.5739 -2.9323 -0.802 0.313 -0.768 -0.31
C -7.2336 2.9331 -2.7281 -1.368 -1.897 0.640 -0.43
C -6.2659 3.8878 -2.5952 0.791 0.943 -0.414 -0.45
C -4.9264 3.5708 -2.8479 -0.713 -1.245 -0.147 -0.56
C -4.5948 2.2316 -3.1895 1.140 1.779 0.067 -0.32
H -7.6871 0.7704 -2.9379 1.040 1.051 0.006 0.36
H -8.2957 3.1650 -2.5383 0.716 -0.052 -0.137 0.34
H -6.5537 4.9249 -2.3614 0.234 -0.593 -0.090 0.39
H -4.2210 4.3771 -2.7774 0.564 -0.138 -0.090 0.46
H -3.5770 1.9314 -3.4339 -0.159 0.195 0.170 0.56
O 0.9132 0.0966 3.4185 0.150 -0.872 -0.450 -0.66
N 1.0643 -0.9092 2.7308 -0.245 -0.540 0.965 1.17
O 1.2295 -2.0429 3.1627 -0.035 0.717 0.317 -0.64
C 1.0346 -0.7973 1.2851 0.694 -0.644 -0.764 -0.33
C 1.5783 -1.8307 0.5101 0.601 -1.220 2.042 -0.02
C 1.6993 -1.5779 -0.8424 -0.846 1.133 0.281 -0.60
C 1.2680 -0.3269 -1.3396 0.979 -0.285 -1.916 -0.91
C 0.8707 0.7411 -0.5472 0.378 -2.086 -0.329 0.26
C 0.7225 0.4252 0.7819 0.407 1.126 0.041 -0.42
H 1.9794 -2.7306 1.1452 -0.842 1.564 -1.936 0.44
H 2.1420 -2.2382 -1.5499 0.163 -0.703 -0.163 0.62
H 1.4199 -0.1885 -2.4460 -0.238 0.050 1.226 0.30
H 0.8154 1.7168 -0.9596 -0.410 0.518 -0.049 -0.12
H 0.6130 1.1774 1.5058 -0.664 1.041 0.777 0.86
Cl 6.2224 -0.7769 2.7174 0.109 0.004 0.130 -0.15
C 5.4913 -0.8664 1.1120 -0.287 0.299 0.548 0.63
Cl 6.7150 -0.7989 -0.1269 0.133 0.032 -0.327 -0.14
Cl 4.3042 0.4640 0.9447 0.251 -0.440 -0.119 -0.09
H 4.9960 -1.8268 1.0680 -0.242 0.135 -0.229 -0.21
Cl 0.5514 4.7087 1.6310 0.091 0.243 0.667 -0.03
C 0.8170 5.1316 3.3436 2.308 1.274 0.920 0.11
Cl 1.6514 3.8110 4.2339 -0.348 -0.065 -0.474 -0.12
Cl -0.6596 5.5582 4.1743 -0.193 0.025 -0.189 -0.13
H 1.5871 6.0062 3.5068 -1.894 -1.500 -0.962 0.15
Cl -0.0354 5.7369 -2.7249 0.802 -0.760 0.301 -0.13
C 0.3053 4.0366 -2.2152 -0.661 0.290 -2.088 -0.06
Cl 0.6934 3.0317 -3.7423 -0.276 0.781 1.443 -0.15
Cl -1.1405 3.4809 -1.4423 -0.418 -0.546 0.287 0.02
H 1.1344 3.9223 -1.5434 0.419 0.362 0.046 0.36
```
Positions in Å, forces in eV/Å.